Record 1
Here is a cluster of 11 separate species, C17H43N9O22 in total at a distorted geometry from OMol25. Energies are from wB97M-V/def2-TZVPD.

## Properties
ΔE to the lowest compared entry with this formula, charge and spin (kcal/mol): 36.2
Molar mass (g/mol): 725.6
Charge: 0
SMILES: C[N+](=O)[O-].C[N+](=O)[O-].C[N+](=O)[O-].C[N+](=O)[O-].C[N+](=O)[O-].C[N+](=O)[O-].C[N+](=O)[O-].C[N+](=O)[O-].C[N+](=O)[O-].CCOC(C)=O.CCOC(C)=O

Geometry (Å):
C 3.61 1.65 2.61
N 4.38 0.76 1.65
O 4.56 -0.37 1.92
O 4.78 1.25 0.62
H 2.60 1.62 2.21
H 4.07 2.64 2.58
H 3.66 1.08 3.53
C 1.52 0.33 -6.27
N 0.22 0.30 -5.48
O 0.12 1.25 -4.75
O -0.41 -0.69 -5.43
H 1.27 0.69 -7.27
H 2.14 -0.55 -6.12
H 2.05 1.18 -5.84
C -1.09 3.75 -3.79
N -0.38 3.44 -2.56
O 0.81 3.56 -2.54
O -1.06 3.09 -1.57
H -1.67 4.67 -3.69
H -1.83 2.96 -3.91
H -0.42 3.88 -4.64
C -3.51 -1.93 -3.40
N -3.68 -1.86 -1.91
O -3.38 -0.74 -1.41
O -4.08 -2.82 -1.25
H -4.48 -2.11 -3.86
H -3.05 -2.87 -3.69
H -3.12 -1.04 -3.90
C -3.69 0.46 2.20
N -3.24 1.56 3.14
O -2.43 2.47 2.83
O -3.77 1.48 4.22
H -3.39 -0.46 2.70
H -3.37 0.60 1.16
H -4.76 0.56 2.04
C -0.05 -0.06 -1.34
N 0.15 0.67 -0.04
O -0.74 0.69 0.72
O 1.27 1.04 0.25
H -0.39 0.69 -2.07
H -0.67 -0.94 -1.19
H 0.92 -0.34 -1.75
C 3.50 1.54 -2.08
N 3.66 1.37 -3.60
O 3.36 0.28 -4.07
O 3.94 2.32 -4.37
H 4.22 0.86 -1.63
H 2.47 1.28 -1.83
H 3.63 2.59 -1.80
C 1.01 -4.45 -3.30
N 0.35 -3.11 -3.24
O 1.08 -2.19 -3.60
O -0.80 -2.98 -2.77
H 2.08 -4.27 -3.23
H 0.76 -4.99 -4.22
H 0.71 -5.12 -2.49
C 0.31 4.04 1.51
N 1.60 4.75 1.36
O 2.56 4.07 0.91
O 1.66 5.87 1.67
H 0.22 3.55 2.48
H 0.13 3.39 0.66
H -0.40 4.87 1.48
C -0.22 3.29 8.56
C 0.50 3.17 7.10
O -0.05 2.08 6.37
C 0.43 1.81 5.10
C -0.20 0.54 4.56
O 1.42 2.40 4.51
H 0.11 4.27 8.91
H -0.05 2.41 9.18
H -1.31 3.28 8.59
H 0.42 4.14 6.60
H 1.56 2.92 7.22
H -1.21 0.38 4.94
H 0.40 -0.29 4.94
H -0.24 0.47 3.48
C -1.18 -7.16 -1.80
C -1.06 -6.66 -0.39
O -1.08 -5.21 -0.29
C -1.30 -4.55 0.91
C -1.27 -3.06 0.85
O -1.65 -5.11 1.91
H -0.14 -7.12 -2.12
H -1.69 -6.54 -2.54
H -1.59 -8.17 -1.90
H -1.89 -7.11 0.17
H -0.21 -7.07 0.14
H -1.44 -2.60 1.82
H -2.19 -2.93 0.27
H -0.36 -2.73 0.36

Atomic partial charges in e from the Löwdin method, atoms 1 to 6: number 1, C, carries 0.05; number 2, N, carries -0.46; number 3, O, carries 0.08; number 4, O, carries 0.03; number 5, H, carries 0.06; number 6, H, carries 0.10

***

Record 2
Here is a structure of composition C17H43NO10Tl at a distorted geometry from OMol25. Energies are from wB97M-V/def2-TZVPD.

## Properties
Molar mass (g/mol): 625.9
Charge: +1
Energy (hartree): -1652.616468

Geometry (Å):
Tl 8.18 9.36 -11.06
C 6.58 12.53 -10.26
C 5.97 13.15 -11.54
C 6.53 14.57 -11.64
C 6.22 15.36 -12.93
C 6.62 14.43 -14.09
C 5.98 13.02 -14.08
N 6.39 12.40 -12.79
O 6.11 11.07 -12.73
C 6.69 12.31 -15.26
C 4.45 13.18 -14.34
C 4.43 13.16 -11.31
H 7.50 11.97 -10.45
H 5.84 11.83 -9.88
H 6.78 13.26 -9.48
H 7.61 14.62 -11.78
H 6.41 15.22 -10.78
H 6.79 16.28 -13.09
H 5.15 15.53 -12.85
H 7.70 14.46 -14.24
H 6.36 14.93 -15.03
H 6.47 13.02 -16.07
H 6.28 11.33 -15.49
H 7.77 12.27 -15.14
H 4.30 13.17 -15.41
H 4.09 14.14 -13.97
H 3.89 12.41 -13.82
H 4.21 13.33 -10.26
H 3.94 12.24 -11.64
H 4.04 14.04 -11.82
O 6.19 9.50 -8.90
H 6.66 9.38 -8.07
C 7.55 7.81 -15.89
C 8.41 7.27 -14.72
O 7.93 7.75 -13.45
O 6.20 7.39 -15.80
H 8.01 7.74 -16.87
H 7.72 8.90 -15.84
H 9.44 7.59 -14.80
H 8.11 6.22 -14.78
H 7.07 7.32 -13.49
H 5.55 8.07 -15.97
C 12.14 13.04 -10.65
C 10.71 12.79 -11.21
O 10.34 11.42 -11.30
O 13.16 12.56 -11.51
H 12.31 12.65 -9.65
H 12.35 14.11 -10.52
H 10.55 13.27 -12.17
H 10.00 13.19 -10.49
H 11.07 10.90 -11.66
H 13.73 12.09 -10.89
C 7.98 4.55 -11.06
C 9.03 5.68 -10.81
O 8.50 6.65 -9.90
O 7.15 5.02 -12.10
H 7.37 4.23 -10.21
H 8.54 3.68 -11.42
H 9.32 6.08 -11.77
H 9.91 5.29 -10.29
H 8.07 6.16 -9.20
H 6.71 5.81 -11.77
C 9.44 10.71 -7.28
C 10.62 9.94 -7.90
O 10.18 9.02 -8.87
O 8.58 11.24 -8.29
H 9.54 11.43 -6.47
H 8.79 9.94 -6.84
H 11.35 9.59 -7.17
H 11.26 10.69 -8.38
H 10.85 8.39 -9.13
H 7.64 11.24 -8.05

Atomic partial charges in e from the Löwdin method, atoms 1 to 6: number 1, Tl, carries 1.13; number 2, C, carries -0.04; number 3, C, carries -0.42; number 4, C, carries -0.14; number 5, C, carries -0.16; number 6, C, carries -0.15

***

Record 3
Here is a structure of composition C17H45AlBBrO13P3S at a distorted geometry from OMol25. Energies are from wB97M-V/def2-TZVPD.

## Properties
Molar mass (g/mol): 700.2
Charge: -1
Energy (hartree): -5916.679830

Geometry (Å):
C 4.71 -0.77 -3.24
C 5.30 -1.44 -4.50
B 4.39 -2.66 -5.00
O 3.94 -2.62 -6.31
Al 3.98 -4.29 -3.66
C 2.03 -4.52 -3.15
C 1.19 -3.23 -3.11
C -0.30 -3.50 -3.46
S -0.74 -2.89 -5.07
O -0.19 -1.60 -5.34
O -2.18 -2.87 -5.16
O -0.21 -3.96 -6.12
P 4.90 -6.25 -4.71
O 5.07 -7.36 -3.46
Br 3.18 -6.99 -6.07
H 4.41 -1.52 -2.51
H 5.46 -0.13 -2.77
H 3.83 -0.20 -3.52
H 6.27 -1.89 -4.24
H 5.51 -0.71 -5.30
H 4.58 -2.14 -6.85
H 4.87 -4.07 -2.32
H 1.57 -5.27 -3.80
H 2.02 -4.96 -2.14
H 1.19 -2.87 -2.07
H 1.58 -2.42 -3.72
H -0.94 -2.99 -2.74
H -0.51 -4.57 -3.45
H -0.46 -4.83 -5.77
H 5.37 -8.18 -3.86
O -0.77 -2.48 2.32
P -2.08 -1.85 2.12
O -1.92 -0.43 1.42
C -1.41 -0.35 0.07
C -2.48 -0.67 -0.95
O -2.46 -1.34 3.63
C -1.85 -1.92 4.78
C -0.82 -0.98 5.36
O -3.60 -2.14 1.74
C -4.36 -3.10 2.50
C -5.44 -2.38 3.27
H -0.55 -1.02 -0.04
H -1.05 0.67 -0.07
H -2.78 -1.72 -0.89
H -2.12 -0.49 -1.96
H -3.37 -0.07 -0.78
H -1.41 -2.89 4.55
H -2.65 -2.09 5.51
H -0.06 -0.73 4.62
H -0.33 -1.42 6.23
H -1.29 -0.04 5.67
H -3.71 -3.66 3.17
H -4.80 -3.80 1.80
H -5.01 -1.73 4.03
H -6.11 -3.10 3.75
H -6.03 -1.75 2.60
O -1.49 6.04 3.95
P -0.87 5.41 2.78
O -0.12 4.07 3.20
C -0.87 2.97 3.75
C -1.59 2.18 2.68
O 0.41 6.36 2.45
C 0.47 7.71 2.92
C 1.43 7.82 4.08
O -1.16 5.05 1.25
C -1.45 6.12 0.32
C -0.32 6.22 -0.67
H -1.57 3.35 4.50
H -0.15 2.34 4.27
H -2.38 2.78 2.22
H -2.04 1.29 3.11
H -0.90 1.89 1.89
H -0.52 8.08 3.19
H 0.82 8.32 2.08
H 1.14 7.16 4.89
H 1.47 8.85 4.46
H 2.44 7.53 3.77
H -1.62 7.06 0.84
H -2.38 5.85 -0.19
H 0.59 6.56 -0.19
H -0.58 6.93 -1.47
H -0.11 5.25 -1.12

Atomic partial charges in e from the Löwdin method, atoms 1 to 6: number 1, C, carries -0.15; number 2, C, carries -0.25; number 3, B, carries -0.54; number 4, O, carries 0.04; number 5, Al, carries 0.21; number 6, C, carries -0.31

***

Copy entry 3 word for word.
Here is a structure of composition C17H45AlBBrO13P3S at a distorted geometry from OMol25. Energies are from wB97M-V/def2-TZVPD.

## Properties
Molar mass (g/mol): 700.2
Charge: -1
Energy (hartree): -5916.679830

Geometry (Å):
C 4.71 -0.77 -3.24
C 5.30 -1.44 -4.50
B 4.39 -2.66 -5.00
O 3.94 -2.62 -6.31
Al 3.98 -4.29 -3.66
C 2.03 -4.52 -3.15
C 1.19 -3.23 -3.11
C -0.30 -3.50 -3.46
S -0.74 -2.89 -5.07
O -0.19 -1.60 -5.34
O -2.18 -2.87 -5.16
O -0.21 -3.96 -6.12
P 4.90 -6.25 -4.71
O 5.07 -7.36 -3.46
Br 3.18 -6.99 -6.07
H 4.41 -1.52 -2.51
H 5.46 -0.13 -2.77
H 3.83 -0.20 -3.52
H 6.27 -1.89 -4.24
H 5.51 -0.71 -5.30
H 4.58 -2.14 -6.85
H 4.87 -4.07 -2.32
H 1.57 -5.27 -3.80
H 2.02 -4.96 -2.14
H 1.19 -2.87 -2.07
H 1.58 -2.42 -3.72
H -0.94 -2.99 -2.74
H -0.51 -4.57 -3.45
H -0.46 -4.83 -5.77
H 5.37 -8.18 -3.86
O -0.77 -2.48 2.32
P -2.08 -1.85 2.12
O -1.92 -0.43 1.42
C -1.41 -0.35 0.07
C -2.48 -0.67 -0.95
O -2.46 -1.34 3.63
C -1.85 -1.92 4.78
C -0.82 -0.98 5.36
O -3.60 -2.14 1.74
C -4.36 -3.10 2.50
C -5.44 -2.38 3.27
H -0.55 -1.02 -0.04
H -1.05 0.67 -0.07
H -2.78 -1.72 -0.89
H -2.12 -0.49 -1.96
H -3.37 -0.07 -0.78
H -1.41 -2.89 4.55
H -2.65 -2.09 5.51
H -0.06 -0.73 4.62
H -0.33 -1.42 6.23
H -1.29 -0.04 5.67
H -3.71 -3.66 3.17
H -4.80 -3.80 1.80
H -5.01 -1.73 4.03
H -6.11 -3.10 3.75
H -6.03 -1.75 2.60
O -1.49 6.04 3.95
P -0.87 5.41 2.78
O -0.12 4.07 3.20
C -0.87 2.97 3.75
C -1.59 2.18 2.68
O 0.41 6.36 2.45
C 0.47 7.71 2.92
C 1.43 7.82 4.08
O -1.16 5.05 1.25
C -1.45 6.12 0.32
C -0.32 6.22 -0.67
H -1.57 3.35 4.50
H -0.15 2.34 4.27
H -2.38 2.78 2.22
H -2.04 1.29 3.11
H -0.90 1.89 1.89
H -0.52 8.08 3.19
H 0.82 8.32 2.08
H 1.14 7.16 4.89
H 1.47 8.85 4.46
H 2.44 7.53 3.77
H -1.62 7.06 0.84
H -2.38 5.85 -0.19
H 0.59 6.56 -0.19
H -0.58 6.93 -1.47
H -0.11 5.25 -1.12

Atomic partial charges in e from the Löwdin method, atoms 1 to 6: number 1, C, carries -0.15; number 2, C, carries -0.25; number 3, B, carries -0.54; number 4, O, carries 0.04; number 5, Al, carries 0.21; number 6, C, carries -0.31

***

> Which of these has the lowest charge?

C17H45AlBBrO13P3S